19 unconnected molecules or ions with the total composition C27H56BrCl36INPS at a distorted geometry, computed with ωB97M-V/def2-TZVPD.

Geometry as XYZ:
```
124
Properties=species:S:1:pos:R:3
C 2.69 2.94 2.56
C 2.58 4.34 1.99
P 1.86 4.41 0.18
Br 0.14 5.75 0.95
I 3.78 2.94 -0.46
C 2.46 5.77 -1.05
C 3.90 6.41 -0.58
C 5.13 6.21 -1.66
S 4.95 7.33 -3.19
C 0.56 3.05 -0.31
C 0.57 2.95 -1.94
C 0.38 1.44 -2.55
C 1.27 0.27 -1.83
N 1.03 -1.03 -2.61
H 1.77 2.23 2.28
H 3.61 2.57 3.19
H 2.94 5.30 2.56
H 2.49 5.40 -2.16
H 1.66 6.65 -1.02
H 4.29 5.94 0.44
H 3.80 7.58 -0.37
H 6.12 6.55 -1.11
H 5.24 5.12 -2.08
H 4.68 6.47 -4.29
H -0.50 3.44 0.04
H 0.74 2.04 0.26
H 1.51 3.47 -2.46
H -0.37 3.58 -2.32
H -0.77 1.11 -2.63
H 0.75 1.49 -3.69
H 2.42 0.51 -1.77
H 0.78 0.09 -0.76
H 1.99 -1.46 -2.72
H 0.70 -0.70 -3.55
C 2.73 8.56 -6.72
Cl 4.41 8.25 -6.28
Cl 1.71 8.71 -5.28
H 2.68 9.49 -7.29
H 2.36 7.73 -7.33
C -2.75 3.86 3.24
Cl -1.86 2.71 2.23
Cl -2.64 3.40 4.95
H -2.32 4.85 3.11
H -3.80 3.86 2.94
C 1.16 -4.47 -1.78
Cl -0.30 -5.43 -2.05
Cl 2.48 -5.00 -2.83
H 0.93 -3.42 -1.99
H 1.47 -4.58 -0.74
C 4.06 10.56 0.68
Cl 2.61 9.60 0.40
Cl 5.38 10.04 -0.37
H 3.84 11.61 0.47
H 4.37 10.45 1.72
C 8.35 7.84 0.49
Cl 8.15 8.63 -1.08
Cl 6.85 7.07 1.01
H 9.13 7.09 0.41
H 8.63 8.59 1.23
C 0.95 -7.66 -5.13
Cl 0.07 -9.14 -4.75
Cl 0.84 -7.28 -6.85
H 0.53 -6.83 -4.55
H 2.00 -7.80 -4.86
C 2.33 -11.38 -7.06
Cl 3.76 -12.07 -6.29
Cl 2.62 -11.05 -8.77
H 1.50 -12.08 -6.97
H 2.08 -10.44 -6.56
C -3.49 -9.84 -3.33
Cl -3.55 -8.82 -1.89
Cl -5.10 -10.04 -4.04
H -2.83 -9.38 -4.07
H -3.10 -10.83 -3.05
C -2.43 -1.22 1.55
Cl -2.02 -1.69 3.20
Cl -1.60 -2.24 0.37
H -3.51 -1.32 1.41
H -2.13 -0.18 1.39
C -2.57 -10.60 -6.98
Cl -1.30 -11.59 -6.25
Cl -2.47 -8.92 -6.44
H -2.45 -10.63 -8.07
H -3.54 -11.01 -6.71
C -0.50 0.34 6.66
Cl -0.75 1.67 7.79
Cl 0.08 0.92 5.10
H 0.24 -0.35 7.08
H -1.45 -0.19 6.51
C 2.72 -2.38 7.03
Cl 2.67 -1.35 8.47
Cl 1.11 -2.57 6.32
H 3.38 -1.92 6.29
H 3.11 -3.36 7.31
C -1.08 -6.07 5.70
Cl -0.62 -5.48 4.10
Cl 0.30 -6.05 6.81
H -1.87 -5.42 6.11
H -1.45 -7.09 5.61
C -3.49 4.66 8.61
Cl -3.54 6.27 7.89
Cl -5.12 4.10 9.02
H -3.05 3.96 7.90
H -2.89 4.70 9.52
C -8.15 -12.37 -3.93
Cl -8.48 -13.95 -4.63
Cl -8.47 -12.37 -2.19
H -7.10 -12.11 -4.10
H -8.80 -11.62 -4.41
C -0.70 -9.95 -10.77
Cl -0.75 -8.34 -11.50
Cl -2.33 -10.51 -10.36
H -0.25 -10.65 -11.48
H -0.10 -9.91 -9.86
C -4.11 9.99 8.32
Cl -3.69 11.44 9.23
Cl -3.40 10.02 6.71
H -3.74 9.11 8.86
H -5.20 9.93 8.24
C -7.85 6.07 10.07
Cl -7.90 7.68 9.34
Cl -9.48 5.51 10.48
H -7.40 5.38 9.36
H -7.25 6.11 10.98
```

Properties
Max |F|: 4.8 eV Å⁻¹
Gap between HOMO and LUMO: 7.931 eV
HOMO: -8.2004 eV
M: 1940.91 g mol⁻¹
Energy: -21294.99770 Ha

A molecular structure, C22H20LaN4O3S at a distorted geometry, computed with ωB97M-V/def2-TZVPD.

Geometry as XYZ:
```
51
Properties=species:S:1:pos:R:3
La 0.15 0.07 -0.46
O -2.11 -2.70 -2.92
C -1.33 -2.10 -2.20
N -1.32 -0.79 -1.87
C -2.22 0.17 -2.39
C -3.41 -0.15 -3.05
C -4.25 0.86 -3.52
C -3.91 2.19 -3.34
C -2.73 2.53 -2.70
C -1.87 1.54 -2.23
N -0.62 1.80 -1.60
C 0.01 3.00 -1.62
O -0.35 4.05 -2.11
C 1.39 2.97 -0.95
C 2.25 4.03 -1.18
C 3.51 4.01 -0.62
C 3.87 2.94 0.19
C 2.96 1.93 0.38
N 1.74 1.92 -0.18
C -0.17 -2.90 -1.61
C 0.01 -4.20 -2.06
C 1.08 -4.94 -1.59
C 1.94 -4.36 -0.67
C 1.70 -3.07 -0.25
N 0.67 -2.33 -0.71
H -3.67 -1.18 -3.19
H -5.16 0.59 -4.04
H -4.57 2.97 -3.70
H -2.47 3.57 -2.57
H 1.90 4.84 -1.81
H 4.21 4.82 -0.80
H 4.85 2.89 0.66
H 3.21 1.08 1.01
H -0.70 -4.58 -2.78
H 1.25 -5.95 -1.94
H 2.79 -4.90 -0.27
H 2.35 -2.59 0.47
O -0.76 0.14 1.63
S -0.19 0.61 2.96
C -1.33 0.00 4.25
C -0.43 -0.55 5.34
C 0.63 -1.41 4.64
C 1.09 -0.65 3.40
H -1.93 -0.76 3.76
H -1.96 0.82 4.57
H -1.00 -1.13 6.06
H 0.05 0.28 5.88
H 0.19 -2.36 4.35
H 1.46 -1.61 5.31
H 1.17 -1.29 2.52
H 2.03 -0.12 3.55
```

Properties
Total charge: +1
Max |F|: 3.9 eV Å⁻¹
Gap between HOMO and LUMO: 6.934 eV
HOMO: -9.8666 eV
M: 559.40 g mol⁻¹
Energy: -1724.75824 Ha

2 unconnected molecules or ions with the total composition C3H9BNO2 at a distorted geometry, computed with ωB97M-V/def2-TZVPD.

Geometry as XYZ:
```
16
Properties=species:S:1:pos:R:3
B 1.17 0.39 -0.09
C -0.77 -1.01 0.49
C 0.45 -1.78 -0.06
C -0.32 0.47 0.40
N -1.14 1.44 -0.38
O 1.50 -0.88 -0.27
O 1.91 1.49 -0.22
H -1.65 -1.24 -0.15
H -1.01 -1.44 1.57
H 0.95 -2.60 0.52
H 0.13 -2.28 -0.97
H -0.19 1.19 1.68
H -2.02 1.54 0.01
H -1.19 1.11 -1.40
H -0.50 2.36 -0.42
H 2.69 1.26 -0.71
```

Properties
Total charge: +1
Max |F|: 5.4 eV Å⁻¹
Gap between HOMO and LUMO: 10.790 eV
HOMO: -14.7587 eV
M: 101.92 g mol⁻¹
Energy: -349.57297 Ha

A molecular structure, C2HBr5S at a distorted geometry, computed with ωB97M-V/def2-TZVPD.

Geometry as XYZ:
```
9
Properties=species:S:1:pos:R:3
C -0.04 -0.60 0.17
C 0.66 0.78 -0.08
S -1.64 -0.54 0.98
Br 1.02 -1.72 1.27
Br -0.28 -1.46 -1.63
Br 2.33 0.40 -0.92
Br 0.94 1.64 1.57
Br -0.46 1.92 -1.30
H -2.53 -0.43 -0.06
```

Properties
Max |F|: 1.9 eV Å⁻¹
Gap between HOMO and LUMO: 9.306 eV
HOMO: -9.5899 eV
M: 456.62 g mol⁻¹
Energy: -13345.02958 Ha

2 unconnected molecules or ions with the total composition C8H15NOSSi at a distorted geometry, computed with ωB97M-V/def2-TZVPD.

Geometry as XYZ:
```
27
Properties=species:S:1:pos:R:3
C 2.08 -0.51 0.54
C 3.59 -1.85 -0.85
C 2.97 0.20 -0.28
C -3.52 -0.09 -0.17
C -0.75 -1.01 -1.17
C -1.53 -0.48 1.97
C -1.11 2.02 0.18
C 3.11 1.68 -0.59
N 3.78 -0.60 -1.04
O 2.53 2.55 -0.03
Si -1.56 0.15 0.13
S 2.21 -2.18 0.25
H 1.35 -0.13 1.26
H 4.10 -2.67 -1.33
H -4.07 0.54 0.44
H -3.82 0.26 -1.27
H -3.80 -1.16 0.11
H 0.29 -0.55 -1.48
H -0.51 -2.05 -0.66
H -1.20 -1.30 -2.09
H -2.28 -1.24 1.82
H -0.66 -0.97 2.35
H -1.79 0.25 2.71
H -0.19 2.30 -0.29
H -1.86 2.61 -0.23
H 3.76 1.87 -1.45
H -1.12 2.35 1.18
```

Properties
Max |F|: 3.8 eV Å⁻¹
Gap between HOMO and LUMO: 9.559 eV
HOMO: -9.6735 eV
M: 201.37 g mol⁻¹
Energy: -1131.46431 Ha
SMILES: C[Si](C)(C)C.O=Cc1cscn1

C4H6O2 in the gas phase at a distorted geometry, computed with ωB97M-V/def2-TZVPD.

Geometry as XYZ:
```
12
Properties=species:S:1:pos:R:3
O 2.19 1.10 -1.00
C 1.19 0.68 -0.49
C 0.75 -0.74 -0.29
C -0.71 -0.73 0.12
C -0.94 0.77 0.37
O 0.38 1.37 0.41
H 1.07 -1.50 -1.00
H 1.27 -0.67 0.68
H -1.38 -1.13 -0.64
H -0.84 -1.32 1.03
H -1.51 0.96 1.28
H -1.47 1.22 -0.47
```

Properties
Max |F|: 1.7 eV Å⁻¹
Gap between HOMO and LUMO: 11.054 eV
HOMO: -10.3131 eV
M: 86.09 g mol⁻¹
Energy: -306.47744 Ha
SMILES: O=C1CCCO1

A molecular structure, C35H28AsF8O4PdSeTe, computed with ωB97M-V/def2-TZVPD.

Geometry as XYZ:
```
79
Properties=species:S:1:pos:R:3
Pd 1.63 -1.31 0.77
O 3.16 1.20 -2.46
C 3.22 1.21 -1.30
O 3.36 1.34 -0.16
C 1.40 3.78 -1.46
O 2.30 4.43 -1.82
O 0.50 3.11 -1.16
C -1.64 0.45 0.68
As -0.16 -0.10 1.81
C 0.35 1.63 2.53
C -1.12 -0.94 3.31
C -2.03 -0.01 4.06
C -3.35 0.17 3.66
C -4.18 1.07 4.32
C -3.70 1.79 5.40
C -2.39 1.61 5.81
C -1.56 0.72 5.15
H -2.38 1.01 1.25
H -2.10 -0.43 0.23
H -1.23 1.06 -0.12
H -0.53 2.19 2.86
H 0.87 2.17 1.74
H 1.03 1.50 3.37
H -0.35 -1.38 3.95
H -1.68 -1.76 2.86
H -3.73 -0.40 2.82
H -5.20 1.19 3.99
H -4.35 2.49 5.91
H -2.01 2.16 6.66
H -0.55 0.57 5.49
C -0.12 -4.96 -5.39
C 0.72 -4.39 -4.28
C 1.88 -3.68 -4.55
C 2.66 -3.14 -3.53
C 3.88 -2.34 -3.92
C 2.28 -3.32 -2.19
Te 3.47 -2.53 -0.61
C 1.12 -4.05 -1.90
C 0.64 -4.27 -0.50
C 0.36 -4.57 -2.95
H 0.21 -4.59 -6.36
H -1.17 -4.70 -5.27
H -0.06 -6.05 -5.41
H 2.17 -3.51 -5.58
H 3.96 -2.26 -5.00
H 4.79 -2.80 -3.53
H 3.83 -1.34 -3.49
H 1.41 -4.74 0.12
H -0.25 -4.90 -0.49
H 0.41 -3.32 -0.02
H -0.54 -5.12 -2.72
F 2.92 2.88 6.39
C 2.86 1.78 5.63
C 2.10 0.69 6.04
F 1.43 0.75 7.19
C 2.05 -0.44 5.25
F 1.30 -1.46 5.70
C 2.71 -0.54 4.03
Se 2.62 -2.10 2.94
C 3.48 0.56 3.66
F 4.18 0.56 2.53
C 3.55 1.71 4.44
F 4.29 2.75 4.05
F -2.36 1.24 -7.51
C -1.93 -0.02 -7.25
F -2.98 -0.83 -7.48
F -1.02 -0.30 -8.22
C -1.37 -0.16 -5.88
C -0.66 0.89 -5.31
C -0.10 0.75 -4.05
C -0.24 -0.45 -3.34
C -0.95 -1.50 -3.93
C -1.51 -1.36 -5.18
C 0.35 -0.61 -2.05
C 0.85 -0.87 -0.97
H -0.55 1.82 -5.85
H 0.47 1.56 -3.61
H -1.03 -2.43 -3.39
H -2.05 -2.18 -5.63
```

Properties
Total charge: -1
Max |F|: 0.7 eV Å⁻¹
Gap between HOMO and LUMO: 6.559 eV
HOMO: -4.3649 eV
M: 1052.49 g mol⁻¹
Energy: -7483.69011 Ha

A molecular structure, C29H37F6GeLiN4O7PS2, computed with ωB97M-V/def2-TZVPD.

Geometry as XYZ:
```
88
Properties=species:S:1:pos:R:3
Li -0.75 0.73 -1.55
F -3.38 -0.19 -6.08
C -2.48 -0.61 -5.19
F -1.27 -0.21 -5.60
F -2.49 -1.95 -5.18
S -2.85 0.02 -3.51
O -1.76 -0.51 -2.71
O -4.18 -0.45 -3.26
N -2.76 1.54 -3.81
S -2.18 2.82 -3.19
O -1.38 2.64 -1.99
O -1.63 3.70 -4.19
C -3.69 3.70 -2.60
F -3.38 4.98 -2.34
F -4.17 3.15 -1.50
F -4.63 3.69 -3.55
O -3.16 0.67 -0.21
C -2.24 0.63 0.61
O -1.00 0.45 0.36
C -2.59 0.79 2.10
C -2.78 -0.59 2.75
Ge -1.21 -1.76 2.60
C -0.87 -2.45 0.82
C -1.93 -2.83 -0.01
C -1.70 -3.34 -1.27
C -0.39 -3.49 -1.73
C 0.67 -3.12 -0.92
C 0.43 -2.60 0.35
C -1.59 -3.34 3.72
C -2.40 -3.29 4.86
C -2.62 -4.41 5.64
C -2.04 -5.62 5.30
C -1.24 -5.70 4.17
C -1.02 -4.57 3.39
C 0.43 -0.99 3.34
C 1.02 0.13 2.75
C 2.19 0.67 3.28
C 2.78 0.11 4.40
C 2.20 -1.00 5.00
C 1.04 -1.55 4.47
H -3.51 1.37 2.18
H -1.78 1.32 2.60
H -3.62 -1.12 2.29
H -3.00 -0.48 3.81
H -2.96 -2.68 0.32
H -2.53 -3.59 -1.92
H -0.21 -3.87 -2.73
H 1.69 -3.21 -1.28
H 1.26 -2.29 0.97
H -2.86 -2.35 5.15
H -3.25 -4.34 6.52
H -2.22 -6.50 5.91
H -0.79 -6.65 3.89
H -0.40 -4.65 2.50
H 0.55 0.55 1.87
H 2.63 1.55 2.82
H 3.69 0.53 4.81
H 2.66 -1.45 5.87
H 0.59 -2.42 4.94
C 1.00 3.05 0.21
N 1.73 3.23 -1.05
C 1.47 4.51 -1.69
P 2.14 1.84 -1.83
O 1.08 0.83 -2.08
N 2.84 2.39 -3.25
C 1.86 2.67 -4.31
C 4.02 1.73 -3.77
N 3.33 1.16 -0.91
C 4.35 1.97 -0.27
C 3.24 -0.22 -0.44
H 1.32 3.82 0.92
H 1.22 2.07 0.63
H -0.08 3.10 0.07
H 1.66 5.31 -0.96
H 0.43 4.60 -2.03
H 2.14 4.65 -2.53
H 0.94 3.07 -3.90
H 1.60 1.75 -4.86
H 2.28 3.39 -5.01
H 4.77 1.60 -2.98
H 4.46 2.35 -4.55
H 3.80 0.75 -4.20
H 4.37 2.96 -0.71
H 5.33 1.51 -0.40
H 4.16 2.07 0.80
H 2.41 -0.72 -0.93
H 3.06 -0.24 0.64
H 4.17 -0.75 -0.65
```

Properties
Total charge: -1
Max |F|: 0.6 eV Å⁻¹
Gap between HOMO and LUMO: 8.166 eV
HOMO: -5.8299 eV
M: 842.28 g mol⁻¹
Energy: -5694.63808 Ha

C16H22N2O2 in the gas phase, computed with ωB97M-V/def2-TZVPD.

Geometry as XYZ:
```
42
Properties=species:S:1:pos:R:3
O -0.64 -1.51 -0.16
C -0.99 -0.39 0.16
N -0.09 0.62 0.26
N 1.27 0.35 0.08
C 2.19 1.23 0.51
O 1.86 2.31 0.97
C 3.63 0.79 0.32
C 3.94 -0.47 1.15
C 5.41 -0.85 0.99
C 5.75 -1.08 -0.48
C 5.43 0.16 -1.31
C 3.96 0.54 -1.15
H 3.33 -0.26 -1.55
H 3.74 1.44 -1.73
H 6.06 0.99 -0.97
H 5.65 -0.03 -2.36
H 5.16 -1.93 -0.85
H 6.80 -1.34 -0.59
H 5.63 -1.75 1.57
H 6.04 -0.04 1.38
H 3.32 -1.30 0.82
H 3.72 -0.28 2.20
H 4.25 1.61 0.69
H 1.43 -0.61 -0.20
H -0.25 1.54 0.64
C -2.42 0.02 0.44
H -2.73 -0.49 1.36
H -2.49 1.10 0.60
C -3.33 -0.43 -0.71
C -4.77 -0.17 -0.37
C -5.50 -1.09 0.38
C -6.81 -0.84 0.72
C -7.42 0.35 0.33
C -6.70 1.27 -0.41
C -5.39 1.02 -0.75
H -4.83 1.74 -1.33
H -7.17 2.19 -0.72
H -8.44 0.54 0.60
H -7.37 -1.56 1.30
H -5.03 -2.01 0.68
H -3.17 -1.50 -0.88
H -3.05 0.11 -1.61
```

Properties
Max |F|: 0.9 eV Å⁻¹
Gap between HOMO and LUMO: 9.800 eV
HOMO: -8.9947 eV
M: 274.36 g mol⁻¹
Energy: -882.90580 Ha
SMILES: O=C(CCc1ccccc1)NNC(=O)C1CCCCC1